i:
{"formula": "C7H11NO", "method": "ωB97M-V with the def2-TZVPD basis set", "elements": ["C", "N", "H", "H", "C", "H", "H", "H", "C", "H", "H", "C", "C", "H", "C", "O", "C", "H", "H", "H"], "positions_angstrom": [[-0.39849, -0.09401, 0.37409], [-2.80174, 0.89523, 0.30278], [1.81144, -0.97789, -0.98112], [1.48855, 2.77879, -0.46608], [0.84821, 2.10313, 0.14124], [1.13964, 1.98954, 1.27186], [-0.05411, 2.68155, 0.06340], [2.26382, -0.27055, 0.49368], [1.88076, 0.05880, -0.53868], [-1.82967, -2.92423, 0.13010], [-0.14246, -2.81766, 1.03232], [-0.74090, -2.63603, 0.10864], [-0.82230, -1.29063, -0.45087], [-0.37191, -3.18187, -0.75905], [-1.73714, 0.45588, 0.53097], [-3.79979, 1.51311, 0.46628], [0.64017, 0.75608, -0.43346], [0.20057, 0.76480, -1.38379], [-0.05905, -0.44866, 1.32843], [2.48440, 0.64463, -1.23074]], "nbo_charge": [-0.44, 0.21, 0.21, 0.22, -0.61, 0.21, 0.22, 0.21, -0.60, 0.29, 0.19, -0.82, 0.19, 0.27, 0.21, -0.40, -0.23, 0.22, 0.21, 0.23], "gap_ha": 0.3002, "e_lumo_ev": -0.28, "charge": 0, "homo_ha": -0.311}

***

ii:
{"formula": "C7H11NO", "method": "ωB97M-V with the def2-TZVPD basis set", "elements": ["C", "C", "C", "H", "H", "C", "H", "H", "H", "H", "C", "H", "N", "H", "C", "H", "H", "O", "C", "H"], "positions_angstrom": [[-1.61130, 0.97609, 1.12636], [2.15781, 0.31791, 0.02295], [-1.64229, -1.17141, -0.24913], [4.25100, 0.14687, 0.56954], [-1.30189, 0.27609, 1.78606], [-0.56300, 1.05724, 0.04018], [2.34090, 1.46677, -0.40035], [-2.55673, 0.75658, -0.88016], [3.36291, -1.42491, 0.38565], [-2.50186, -3.14653, -0.58547], [-2.53761, -2.03847, -0.72627], [-0.66537, -1.40618, 0.26086], [1.15777, -0.22795, 0.49611], [3.79830, -0.45347, -1.01205], [3.46411, -0.36702, 0.06802], [0.36308, 2.81246, -0.02669], [-3.43830, -1.80279, -1.43732], [-0.12133, 2.17407, -0.63495], [-1.77326, 0.32037, -0.20665], [-2.18294, 1.73428, 1.40330]], "nbo_charge": [-0.46, 0.07, -0.19, 0.22, 0.23, 0.48, 0.13, 0.23, 0.23, 0.21, -0.41, 0.25, -0.46, 0.22, -0.67, 0.49, 0.20, -0.67, -0.33, 0.22], "gap_ha": [0.3228, 0.3228], "e_lumo_ev": [0.44, 0.44], "charge": 0, "homo_ha": [-0.306, -0.306]}

***

iii:
{"formula": "C7H11NO", "method": "ωB97M-V with the def2-TZVPD basis set", "elements": ["C", "H", "C", "O", "H", "C", "H", "C", "C", "H", "N", "H", "H", "C", "H", "H", "H", "H", "H", "C"], "positions_angstrom": [[-1.62450, 0.09748, -0.89591], [-1.61673, 0.14788, 2.34197], [0.02405, 1.37837, -2.16372], [0.00362, 0.97158, 0.42671], [0.88097, -2.49916, 0.56338], [-0.25119, -0.42850, 0.73909], [0.02799, -0.44080, 2.93960], [2.48748, -1.01988, 0.57056], [-0.68403, 1.34164, -0.79584], [0.16089, 2.40471, -2.46455], [-1.29942, -0.83176, -0.08839], [2.56780, -0.00562, 0.75478], [-0.72733, 1.07815, -2.86161], [1.22243, -1.47428, 0.50009], [-1.06860, -1.66320, 2.09816], [-1.06718, 2.30596, -0.57737], [3.18883, -1.69760, 0.60442], [-2.47797, 0.14113, -1.57027], [0.99068, 0.80266, -2.27136], [-0.73779, -0.60875, 2.15026]], "nbo_charge": [0.11, 0.22, -0.64, -0.55, 0.19, 0.38, 0.22, -0.42, 0.03, 0.21, -0.44, 0.21, 0.21, -0.16, 0.23, 0.20, 0.19, 0.19, 0.24, -0.64], "gap_ha": 0.3796, "e_lumo_ev": 1.00, "charge": 0, "smiles": "C=C[C@]1(C)N=C[C@H](C)O1", "homo_ha": -0.343}

***

Which structure is most stable? iii, by 2.604 eV over the runner-up.

***

i:
{"formula": "C7H11NO", "method": "ωB97M-V with the def2-TZVPD basis set", "elements": ["H", "O", "C", "H", "C", "H", "C", "N", "H", "C", "H", "H", "H", "C", "H", "H", "C", "H", "H", "C"], "positions_angstrom": [[3.08209, -2.31873, 0.94791], [3.50267, 0.48028, 0.65562], [-1.76201, 0.66921, 0.14265], [-1.86409, 1.71756, 0.60382], [-1.56588, 0.54618, -1.36850], [-2.14393, -0.18484, -1.83704], [2.64528, -0.32773, 0.49549], [0.88919, 2.16168, -0.13367], [-1.48043, 1.53983, -1.79576], [0.71625, 0.93659, -0.07601], [-0.45167, -0.96270, -0.56483], [1.80751, 2.59050, 0.07053], [-2.70644, -1.14007, 0.58735], [-2.68821, -0.21863, 0.94867], [1.97235, -2.10798, -0.30663], [-3.68784, 0.37930, 0.85662], [-0.43450, 0.11798, -0.38505], [3.56033, -1.76562, -0.80065], [-2.25150, -0.35360, 1.88980], [2.86081, -1.75920, 0.06968]], "nbo_charge": [0.24, -0.54, -0.17, 0.23, -0.40, 0.21, 0.55, -0.68, 0.23, 0.34, 0.24, 0.39, 0.19, -0.60, 0.22, 0.21, -0.39, 0.24, 0.21, -0.74], "gap_ha": [0.2875, 0.2876], "e_lumo_ev": [0.50, 0.50], "charge": 0, "homo_ha": [-0.269, -0.269]}

***

ii:
{"formula": "C7H11NO", "method": "ωB97M-V with the def2-TZVPD basis set", "elements": ["C", "O", "N", "H", "C", "H", "C", "C", "H", "H", "H", "H", "C", "H", "H", "H", "H", "C", "H", "C"], "positions_angstrom": [[-1.19638, 1.35888, 0.84404], [1.42475, 0.57429, 1.17868], [2.13495, -0.13541, 0.20031], [-0.06305, -2.19622, -1.15363], [0.00343, -1.17851, -0.78777], [0.35983, -1.48395, 1.33945], [-1.91400, 0.74102, -0.44216], [-1.06819, -0.20726, -1.49223], [-0.57149, 0.46933, -2.21737], [-1.72812, 1.21136, 1.77400], [-1.37598, -1.21817, 0.95248], [-1.77112, -0.82942, -2.06444], [-0.35308, -0.97085, 0.68731], [0.33501, 0.87053, -0.27853], [-0.93784, 2.41955, 0.68530], [2.20393, -1.19098, -1.45588], [-2.70264, 0.04383, -0.10650], [1.50702, -0.80800, -0.70705], [-2.29747, 1.54441, -1.07698], [0.05557, 0.51694, 0.69295]], "nbo_charge": [-0.40, -0.35, -0.11, 0.22, -0.27, 0.23, -0.40, -0.40, 0.21, 0.21, 0.21, 0.22, -0.45, 0.17, 0.21, 0.21, 0.21, -0.01, 0.22, 0.08], "gap_ha": 0.3822, "e_lumo_ev": 0.96, "charge": 0, "smiles": "C1=NO[C@@H]2CCC[C@@H]1C2", "homo_ha": -0.347}

***

iii:
{"formula": "C7H11NO", "method": "ωB97M-V with the def2-TZVPD basis set", "elements": ["H", "C", "C", "C", "H", "C", "N", "H", "O", "C", "H", "C", "H", "H", "H", "H", "C", "H", "H", "H"], "positions_angstrom": [[-1.32878, 1.13957, 1.18693], [-2.24390, -0.46544, -0.07242], [2.27560, -0.21006, -0.13958], [2.34497, -1.52185, -0.34334], [-1.07005, -2.22204, -0.48794], [-0.10913, 1.09158, -0.48734], [0.06652, -0.57288, 0.93391], [1.40197, 1.21494, 1.16128], [-0.20123, 2.46679, -0.46546], [-1.05002, 0.33870, 0.50984], [1.39272, -2.09166, -0.17583], [-2.07890, -1.76967, -0.43425], [-0.43776, 2.75676, 0.41320], [-3.24888, 0.02684, -0.20964], [0.08180, -0.78125, 1.91993], [3.20544, -1.94896, -0.82415], [1.05141, 0.43133, 0.44069], [-2.85838, -2.42007, -0.70324], [3.03884, 0.48354, -0.44056], [-0.17292, 0.75054, -1.49527]], "nbo_charge": [0.17, -0.20, -0.20, -0.40, 0.21, 0.12, -0.62, 0.18, -0.69, -0.11, 0.22, -0.38, 0.46, 0.21, 0.37, 0.20, -0.11, 0.19, 0.20, 0.19], "gap_ha": 0.3582, "e_lumo_ev": 0.85, "charge": 0, "smiles": "C=C[C@@H]1N[C@H](C=C)[C@H]1O", "homo_ha": -0.327}

***

Which structure is most stable? iii, by 1.491 eV over the runner-up.

***

i:
{"formula": "C2H3BrFNO2", "method": "ωB97M-V with the def2-TZVPD basis set", "elements": ["H", "H", "O", "O", "N", "C", "Br", "H", "F", "C"], "positions_angstrom": [[0.99236, -0.32314, 1.13641], [1.86099, -1.43728, -0.16509], [-0.09546, 2.14808, 0.40056], [-2.22020, 1.40786, 0.40085], [-0.99692, 1.36428, 0.33929], [-0.28805, -0.69813, -0.48131], [-1.61343, -1.61217, 0.48328], [1.65453, 0.20813, -0.40739], [-0.41168, -0.49754, -1.76119], [1.11786, -0.56011, 0.05459]], "nbo_charge": [0.26, 0.24, -0.35, -0.36, 0.46, 0.38, 0.15, 0.25, -0.30, -0.73], "gap_ha": [0.3190, 0.2796], "e_lumo_ev": [-0.41, -0.84], "charge": 0, "homo_ha": [-0.334, -0.310]}

***

ii:
{"formula": "C2H3BrFNO2", "method": "ωB97M-V with the def2-TZVPD basis set", "elements": ["H", "O", "H", "Br", "H", "N", "F", "C", "C", "O"], "positions_angstrom": [[1.41525, -0.80374, -0.26214], [0.37803, 3.18043, -0.25161], [0.33727, -1.86777, -1.30786], [-0.52738, -1.65638, 1.96337], [0.19837, -0.22744, -1.43393], [0.32983, 2.72979, 0.82608], [-1.93261, -0.80384, -0.18086], [0.38917, -1.06898, -0.72479], [-0.67617, -1.04269, 0.23840], [0.08823, 1.56062, 1.13335]], "nbo_charge": [0.25, -0.25, 0.22, 0.09, 0.24, 0.50, -0.33, -0.72, 0.30, -0.29], "gap_ha": [0.4073, 0.1901], "e_lumo_ev": [0.09, -2.32], "charge": 0, "homo_ha": [-0.404, -0.275]}

***

Which structure is most stable? i, by 0.698 eV over the runner-up.